This record from OMol25 describes a molecular structure, C34H48FN5O5PtS2Si2. The level of theory is the ωB97M-V functional and the def2-TZVPD basis.

Each line ends with the Löwdin charge.
Atoms and positions in Å:
Pt  0.044  0.467  0.319  1.114
C  3.823  1.790  -2.504  -0.063
C  3.324  0.343  -2.509  -0.351
C  1.869  0.276  -2.971  -0.097
C  3.607  -0.472  -1.242  -0.144
C  4.402  -1.601  -1.433  -0.065
C  4.722  -2.454  -0.392  -0.100
C  4.272  -2.146  0.877  -0.052
C  3.497  -1.017  1.139  -0.123
C  3.219  -0.755  2.624  -0.347
C  1.784  -0.459  3.048  -0.061
C  4.172  0.290  3.215  -0.063
C  3.113  -0.193  0.058  -0.220
N  2.206  0.875  0.283  -0.051
C  2.767  2.062  0.661  -0.267
C  4.161  2.308  0.723  -0.075
C  4.695  3.531  1.091  -0.124
C  3.880  4.600  1.434  -0.132
C  2.503  4.396  1.412  -0.033
C  1.991  3.174  1.049  -0.221
F  0.643  3.041  1.083  0.000
H  3.799  2.172  -3.529  0.075
H  4.846  1.865  -2.134  0.075
H  3.198  2.438  -1.895  0.058
H  3.910  -0.165  -3.283  0.111
H  1.171  0.532  -2.173  0.029
H  1.623  -0.724  -3.332  0.066
H  1.704  0.972  -3.798  0.077
H  4.758  -1.823  -2.434  0.099
H  5.316  -3.342  -0.567  0.089
H  4.533  -2.797  1.705  0.105
H  3.485  -1.703  3.102  0.116
H  1.393  0.460  2.614  0.046
H  1.749  -0.330  4.133  0.087
H  1.105  -1.269  2.793  0.042
H  3.916  1.300  2.895  0.061
H  5.211  0.098  2.931  0.077
H  4.100  0.258  4.306  0.073
H  4.832  1.496  0.473  0.111
H  5.774  3.644  1.111  0.091
H  4.293  5.558  1.720  0.080
H  1.802  5.174  1.687  0.113
O  -2.822  2.083  3.534  -0.032
N  -2.480  1.402  2.558  -0.575
O  -3.331  0.908  1.789  -0.075
O  -1.250  1.330  2.259  -0.143
C  -2.997  -1.779  -1.036  -0.155
Si  -2.369  -0.303  -2.011  0.396
C  -1.238  -0.928  -3.384  -0.182
C  -3.922  0.280  -2.939  -0.203
C  -1.653  0.995  -0.909  -0.493
Si  -1.448  2.754  -1.456  0.398
C  0.270  3.123  -2.157  -0.186
C  -2.607  3.304  -2.861  -0.209
C  -1.871  3.933  -0.052  -0.180
H  -3.138  -2.649  -1.686  0.035
H  -3.960  -1.537  -0.578  0.024
H  -2.325  -2.060  -0.230  0.007
H  -1.827  -1.469  -4.132  0.023
H  -0.481  -1.611  -2.993  0.003
H  -0.725  -0.102  -3.885  0.018
H  -4.412  -0.600  -3.372  0.018
H  -3.699  0.975  -3.751  0.001
H  -4.635  0.764  -2.265  0.027
H  -2.389  1.029  -0.086  -0.022
H  0.294  2.928  -3.234  0.024
H  1.032  2.501  -1.687  -0.024
H  0.552  4.169  -1.999  0.032
H  -2.372  2.819  -3.813  0.014
H  -2.489  4.386  -2.998  0.020
H  -3.655  3.107  -2.627  0.016
H  -1.578  3.536  0.922  0.008
H  -2.952  4.102  -0.036  0.030
H  -1.377  4.900  -0.190  0.023
N  -7.139  -3.152  0.668  0.072
C  -5.865  -3.163  1.275  -0.340
C  -5.336  -1.993  1.817  -0.040
C  -4.092  -1.995  2.417  -0.053
C  -3.368  -3.180  2.492  -0.283
C  -3.888  -4.352  1.971  -0.065
C  -5.137  -4.345  1.365  -0.051
S  -1.756  -3.146  3.233  0.547
O  -1.275  -4.518  3.205  -0.401
O  -1.909  -2.526  4.521  -0.314
N  -0.928  -2.167  2.294  -0.116
C  -0.277  -2.587  1.215  -0.702
S  -0.002  -4.270  0.717  1.016
C  0.834  -3.723  -0.695  -0.420
C  0.887  -2.382  -0.708  -0.281
N  0.268  -1.738  0.338  -0.102
H  -7.388  -2.240  0.314  0.074
H  -7.229  -3.843  -0.061  0.070
H  -5.890  -1.063  1.738  0.115
H  -3.664  -1.071  2.787  0.100
H  -3.300  -5.259  2.033  0.103
H  -5.546  -5.260  0.947  0.098
H  1.266  -4.405  -1.409  0.051
H  1.374  -1.782  -1.456  0.075

Atoms 1-3, force components in eV/Å:
0.0 0.0 -0.2
0.0 0.0 0.1
0.0 0.0 0.0

LUMO (spin up / spin down): 4.24 / 4.23 eV
2S+1: 3
E_HOMO (spin up / spin down): -1.927 / -2.426 eV
net charge: -2

***

This record from OMol25 describes a molecular structure, C19H43OP3SSeTi. The level of theory is the ωB97M-V functional and the def2-TZVPD basis.

Each line ends with the natural charge from an NBO analysis.
Atoms and positions in Å:
Ti  -0.239  -0.152  0.892  1.559
P  -1.773  -0.756  2.800  0.780
P  0.883  -2.381  0.216  0.758
P  -2.043  -0.902  -0.779  0.801
H  0.801  1.797  -0.513  0.200
C  -0.259  1.507  -0.479  -0.795
C  -1.054  1.859  0.663  -0.761
H  -0.609  2.487  1.447  0.223
C  -1.355  -0.328  4.523  -0.923
C  -1.924  -2.582  2.921  -0.931
C  -3.464  -0.065  2.684  -0.920
C  2.012  -2.299  -1.215  -0.921
C  2.062  -2.812  1.549  -0.910
C  0.108  -4.014  -0.083  -0.912
C  -3.353  0.314  -1.189  -0.933
C  -3.083  -2.367  -0.421  -0.942
C  -1.454  -1.317  -2.472  -0.933
H  -0.690  1.394  -1.480  0.222
H  -2.139  1.981  0.586  0.237
H  -1.273  0.761  4.641  0.251
H  -0.399  -0.774  4.827  0.246
H  -2.158  -0.705  5.174  0.270
H  -0.920  -3.023  2.998  0.239
H  -2.419  -3.008  2.041  0.253
H  -2.494  -2.836  3.824  0.272
H  -3.383  1.025  2.571  0.257
H  -4.012  -0.282  3.612  0.264
H  -4.024  -0.458  1.825  0.246
H  2.553  -3.251  -1.320  0.272
H  2.730  -1.484  -1.072  0.238
H  1.450  -2.098  -2.135  0.239
H  2.533  -3.778  1.314  0.267
H  1.537  -2.893  2.511  0.248
H  2.832  -2.034  1.637  0.239
H  0.909  -4.758  -0.170  0.265
H  -0.477  -4.013  -1.006  0.250
H  -0.541  -4.286  0.755  0.256
H  -4.004  -0.122  -1.961  0.259
H  -2.928  1.248  -1.575  0.252
H  -3.967  0.547  -0.309  0.256
H  -3.748  -2.535  -1.278  0.265
H  -3.699  -2.202  0.470  0.250
H  -2.463  -3.258  -0.276  0.245
H  -2.326  -1.348  -3.141  0.266
H  -0.961  -2.297  -2.493  0.243
H  -0.747  -0.562  -2.845  0.230
C  2.085  2.174  -4.345  -0.129
C  1.487  3.188  -3.574  -0.201
C  1.305  4.463  -4.109  -0.176
C  1.754  4.756  -5.401  -0.025
C  2.412  3.773  -6.151  -0.173
C  2.590  2.493  -5.623  -0.179
Se  2.140  0.367  -3.722  0.519
H  2.075  0.735  -2.259  0.085
H  1.148  2.959  -2.561  0.231
H  0.807  5.231  -3.511  0.259
H  1.592  5.749  -5.820  0.262
H  2.783  4.006  -7.148  0.271
H  3.099  1.726  -6.203  0.256
C  3.428  0.584  3.454  -0.783
S  1.659  0.922  3.419  1.251
C  1.743  2.716  3.247  -0.797
O  1.284  0.429  1.925  -1.035
H  3.619  -0.426  3.075  0.266
H  3.763  0.678  4.484  0.282
H  3.933  1.323  2.822  0.260
H  1.947  3.033  2.211  0.272
H  2.538  3.046  3.932  0.282
H  0.781  3.135  3.586  0.270

Atoms 1-3, force components in eV/Å:
0.7 1.2 -0.4
-1.0 0.0 0.2
0.6 -1.4 -0.2

LUMO (spin up / spin down): -8.40 / -11.75 eV
2S+1: 2
E_HOMO (spin up / spin down): -15.797 / -15.796 eV
net charge: +3

***

This record from OMol25 describes 13 unconnected molecules or ions with the total composition C51H74N4O17. The level of theory is the ωB97M-V functional and the def2-TZVPD basis.

Each line ends with the Löwdin charge.
Atoms and positions in Å:
C  -35.997  -8.067  -11.214  -0.070
C  -35.052  -7.395  -12.021  -0.075
C  -33.944  -7.997  -12.520  -0.016
C  -33.664  -9.303  -12.083  -0.112
C  -34.601  -9.942  -11.233  0.003
C  -35.745  -9.324  -10.759  -0.079
N  -32.483  -10.056  -12.566  -0.322
O  -32.261  -11.165  -12.088  0.057
O  -31.629  -9.554  -13.331  0.050
H  -36.932  -7.606  -10.929  0.108
H  -35.285  -6.382  -12.312  0.108
H  -33.291  -7.333  -13.065  0.122
H  -34.455  -11.002  -11.087  0.114
H  -36.533  -9.812  -10.206  0.112
C  -49.345  3.139  -1.377  -0.090
C  -48.033  3.214  -1.016  -0.071
C  -47.664  3.230  0.348  0.009
C  -48.679  3.253  1.307  -0.123
C  -50.015  3.219  0.876  -0.016
C  -50.385  3.140  -0.448  -0.056
N  -48.319  3.218  2.755  -0.351
O  -47.182  3.134  3.112  0.093
O  -49.247  3.325  3.567  0.052
H  -49.602  3.109  -2.426  0.107
H  -47.244  3.172  -1.751  0.107
H  -46.617  3.309  0.603  0.115
H  -50.737  3.070  1.666  0.114
H  -51.424  3.053  -0.730  0.111
C  -47.847  -0.656  -15.930  -0.096
C  -47.422  0.559  -16.280  -0.087
C  -47.498  1.669  -15.412  0.011
C  -47.950  1.479  -14.117  -0.132
C  -48.406  0.196  -13.745  -0.006
C  -48.397  -0.864  -14.654  -0.050
N  -47.931  2.608  -13.133  -0.321
O  -48.387  2.357  -12.028  0.074
O  -47.504  3.721  -13.521  0.053
H  -47.655  -1.504  -16.570  0.112
H  -46.941  0.583  -17.247  0.110
H  -47.150  2.648  -15.708  0.115
H  -48.774  0.021  -12.745  0.111
H  -48.686  -1.833  -14.276  0.106
C  -44.170  -10.937  -11.836  -0.076
C  -43.378  -11.678  -12.716  -0.058
C  -43.272  -11.341  -14.079  0.004
C  -43.929  -10.173  -14.463  -0.125
C  -44.593  -9.369  -13.533  -0.017
C  -44.748  -9.750  -12.231  -0.077
N  -43.743  -9.729  -15.892  -0.325
O  -44.332  -8.678  -16.259  0.038
O  -43.054  -10.398  -16.625  0.081
H  -44.286  -11.220  -10.800  0.107
H  -42.925  -12.593  -12.362  0.102
H  -42.761  -11.969  -14.793  0.116
H  -44.968  -8.429  -13.911  0.116
H  -45.394  -9.232  -11.538  0.114
C  -46.614  -2.635  -6.551  -0.017
C  -45.383  -3.110  -7.307  -0.515
O  -45.406  -3.492  -8.440  0.071
C  -44.114  -3.293  -6.497  -0.025
H  -46.841  -1.611  -6.846  0.087
H  -46.527  -2.709  -5.467  0.071
H  -47.304  -3.421  -6.858  0.089
H  -43.526  -4.162  -6.793  0.084
H  -44.386  -3.418  -5.449  0.068
H  -43.562  -2.359  -6.604  0.088
C  -51.624  -7.357  -2.215  -0.033
C  -52.971  -7.914  -1.897  -0.460
O  -53.236  -8.569  -0.877  0.042
C  -53.973  -7.910  -3.079  -0.034
H  -51.205  -7.765  -3.134  0.092
H  -51.013  -7.502  -1.324  0.083
H  -51.760  -6.276  -2.268  0.087
H  -54.198  -6.895  -3.408  0.072
H  -54.940  -8.224  -2.688  0.073
H  -53.771  -8.423  -4.019  0.079
C  -38.267  1.377  -4.440  -0.037
C  -38.576  2.773  -4.890  -0.487
O  -39.717  3.196  -4.765  0.053
C  -37.473  3.658  -5.418  -0.023
H  -37.824  0.771  -5.231  0.085
H  -39.121  0.864  -3.999  0.080
H  -37.627  1.281  -3.563  0.082
H  -37.754  4.668  -5.120  0.083
H  -37.373  3.640  -6.503  0.087
H  -36.518  3.447  -4.937  0.078
C  -46.140  -11.172  -1.827  -0.024
C  -45.074  -10.387  -2.578  -0.488
O  -45.371  -9.933  -3.680  0.041
C  -43.701  -10.166  -2.075  -0.028
H  -47.100  -11.147  -2.344  0.082
H  -46.216  -10.810  -0.801  0.078
H  -45.942  -12.237  -1.709  0.080
H  -43.280  -9.207  -2.378  0.093
H  -43.055  -11.035  -2.202  0.091
H  -43.827  -10.239  -0.995  0.075
C  -54.306  -1.890  -8.542  -0.025
C  -54.303  -0.813  -7.460  -0.468
O  -54.378  -1.141  -6.253  0.026
C  -54.197  0.621  -7.849  -0.034
H  -55.033  -1.687  -9.329  0.079
H  -54.563  -2.825  -8.044  0.079
H  -53.304  -2.003  -8.957  0.083
H  -55.171  0.913  -8.243  0.091
H  -53.307  0.825  -8.443  0.088
H  -54.081  1.208  -6.938  0.081
C  -36.897  -8.026  -0.349  -0.033
C  -37.254  -6.790  -1.146  -0.485
O  -37.879  -5.871  -0.635  0.047
C  -36.873  -6.818  -2.632  -0.019
H  -37.665  -8.268  0.385  0.084
H  -35.898  -7.956  0.083  0.088
H  -36.810  -8.896  -1.000  0.070
H  -37.816  -7.042  -3.131  0.089
H  -36.096  -7.565  -2.795  0.076
H  -36.658  -5.770  -2.842  0.083
C  -44.313  -3.068  1.290  -0.027
C  -44.183  -3.783  2.628  -0.478
O  -45.033  -4.622  2.969  0.035
C  -42.977  -3.515  3.458  -0.032
H  -45.323  -3.082  0.881  0.080
H  -43.751  -3.636  0.549  0.084
H  -43.900  -2.061  1.360  0.075
H  -43.212  -3.890  4.454  0.084
H  -42.710  -2.464  3.566  0.083
H  -42.153  -4.120  3.080  0.093
C  -52.844  -9.316  -11.306  -0.038
C  -52.295  -9.600  -9.903  -0.408
O  -51.848  -8.609  -9.228  -0.002
C  -52.353  -11.017  -9.318  -0.027
H  -52.784  -8.302  -11.701  0.076
H  -53.890  -9.618  -11.361  0.080
H  -52.208  -9.779  -12.061  0.077
H  -51.819  -11.044  -8.368  0.077
H  -51.913  -11.767  -9.975  0.081
H  -53.377  -11.181  -8.980  0.084
C  -41.920  0.865  -11.976  -0.023
C  -41.042  -0.111  -12.749  -0.490
O  -40.058  -0.699  -12.313  0.054
C  -41.280  -0.130  -14.218  -0.043
H  -41.663  1.889  -12.245  0.087
H  -41.588  0.778  -10.941  0.077
H  -42.989  0.658  -12.029  0.083
H  -40.673  -0.900  -14.694  0.084
H  -41.051  0.851  -14.635  0.089
H  -42.319  -0.312  -14.490  0.081

Atoms 1-3, force components in eV/Å:
0.5 1.3 -0.3
-2.3 0.3 0.5
1.4 -0.3 0.6

LUMO: -0.77 eV
2S+1: 1
E_HOMO: -9.632 eV

***

Number 1: E -3568.8980 Eh. Number 2: E -5497.1622 Eh. Number 3: E -3485.2785 Eh.